(1)
Molecular formula: C20H35N3OP
Method: DFT, ωB97M-V/def2-TZVPD

- Net charge: +1
- E_tot: -37108.12394 eV
- Gap between HOMO and LUMO: 5.84 eV
- HOMO energy: -10.16 eV

Positions of all 60 atoms, in Å:
C  -2.9807  5.5439  -3.2614
O  -3.7491  4.6137  -2.4588
C  -3.0485  3.8327  -1.5933
C  -3.7604  2.9256  -0.7625
C  -3.0793  2.1734  0.1874
C  -1.6894  2.3192  0.3490
C  -0.8488  1.5624  1.3508
N  -0.6584  2.1696  2.6401
C  0.0307  1.2882  3.5794
C  -0.1959  3.5510  2.6280
C  -0.9967  3.1227  -0.5448
C  -1.6359  3.9023  -1.4855
H  -3.7240  6.0308  -3.8896
H  -2.4602  6.2825  -2.6328
H  -2.2372  5.0200  -3.8805
H  -4.8401  2.8584  -0.8866
H  -3.6312  1.4816  0.8304
H  -1.2695  0.5568  1.5036
H  0.7025  1.8904  4.2006
H  -0.7061  0.7777  4.2203
H  0.6147  0.5148  3.0460
H  0.2494  3.7621  3.6119
H  0.5587  3.7128  1.8321
H  -1.0414  4.2351  2.4449
H  0.0996  3.1582  -0.4906
H  -1.0542  4.5856  -2.1142
C  3.1639  -2.1726  2.7658
C  2.1813  -3.1110  2.0882
C  2.7581  -4.5170  1.9388
C  0.9036  -3.1250  2.9244
N  1.8460  -2.6072  0.7465
P  0.6102  -3.3423  -0.1691
H  0.1469  1.5190  0.9329
N  0.9113  -2.1650  -1.3663
C  0.1032  -2.1148  -2.5965
C  0.4405  -0.8662  -3.3903
C  -1.3680  -2.0183  -2.1980
C  0.3834  -3.3821  -3.3996
C  2.1185  -1.5186  -1.2177
C  2.6587  -1.7757  0.0117
H  2.7251  -1.1676  2.8623
H  3.3720  -2.5392  3.7793
H  4.1201  -2.1089  2.2360
H  2.0617  -5.1922  1.4246
H  3.6798  -4.4807  1.3426
H  2.9949  -4.9301  2.9282
H  0.0876  -3.7070  2.4817
H  1.1305  -3.5330  3.9174
H  0.5458  -2.0994  3.0814
H  1.4794  -0.8442  -3.7329
H  -0.1984  -0.8197  -4.2809
H  0.2288  0.0332  -2.7938
H  -1.7062  -2.8329  -1.5498
H  -1.5522  -1.0671  -1.6828
H  -1.9833  -2.0099  -3.1071
H  0.1676  -4.2894  -2.8222
H  -0.2236  -3.3908  -4.3139
H  1.4436  -3.4211  -3.6832
H  2.5360  -0.8910  -1.9874
H  3.5846  -1.3835  0.4053

Atomic partial charges in e from the Löwdin method, atoms 1 to 4:
1. C -0.063
2. O -0.085
3. C -0.265
4. C 0.004

---

(2)
Molecular formula: C20H35N4O9Ti
Method: DFT, ωB97M-V/def2-TZVPD

- Multiplicity: 2
- Energy relative to the best compared isomer or geometry (same formula, charge and spin): 22.4 kcal per mole
- E_tot: -68809.45191 eV
- <S²>: 0.7546
- Gap between HOMO and LUMO (spin up / spin down): 5.21 / 6.28 eV
- HOMO energy (spin up / spin down): -6.56 / -7.63 eV

Positions of all 69 atoms, in Å:
Ti  0.4294  0.0428  -0.7310
O  -1.2685  1.2083  2.2510
C  -0.8439  0.3327  3.2727
C  -1.2982  -1.1220  3.0348
N  -0.7192  -1.6792  1.8318
C  0.6572  -2.0958  2.0094
C  1.5966  -0.8867  1.8003
O  2.6182  -0.7863  2.4496
O  1.1587  -0.0409  0.9390
C  -1.5215  -2.6018  1.0636
C  -1.3188  -2.3147  -0.4531
O  -2.1822  -2.6839  -1.2375
O  -0.2621  -1.6676  -0.7555
H  -0.5711  1.2869  1.5744
H  -1.3163  0.6880  4.1952
H  0.2405  0.3744  3.3993
H  -2.3886  -1.1264  2.9423
H  -1.0230  -1.7060  3.9315
H  0.9337  -2.8319  1.2480
H  0.8458  -2.5274  3.0063
H  -2.5854  -2.4748  1.2870
H  -1.2676  -3.6561  1.2564
N  -5.4250  2.0232  -1.7175
C  -4.8389  1.0460  -0.7508
C  -3.2945  1.1943  -0.8879
N  -2.5112  0.2905  -0.1165
H  -6.4523  2.0223  -1.7471
H  -5.0452  1.8049  -2.6495
H  -5.0771  2.9600  -1.4713
H  -5.1566  0.0352  -1.0155
H  -5.1792  1.2826  0.2587
H  -3.0090  2.2188  -0.6271
H  -3.0399  1.0360  -1.9429
H  -2.7268  -0.6718  -0.3293
H  -2.4972  0.4848  0.8802
O  0.1198  1.8437  -0.4408
N  -0.4982  1.9336  -1.5999
O  -1.3369  2.8380  -1.8343
O  -0.6283  0.7298  -2.1142
C  3.7076  1.4782  0.5866
C  4.4776  0.5629  -0.3639
C  4.7176  1.2829  -1.6949
C  3.8457  -0.7908  -0.6310
C  4.4975  -1.9205  -0.1618
C  4.1242  -3.1882  -0.5773
C  3.2014  -3.3104  -1.5969
C  2.5093  -2.2111  -2.0979
C  1.7486  -2.4369  -3.4012
C  1.3139  -1.1654  -4.1272
C  0.5468  -3.3750  -3.2580
C  2.7216  -0.9534  -1.4817
O  1.9067  0.0813  -1.7137
H  4.2749  2.3967  0.7408
H  3.5770  0.9859  1.5469
H  2.7262  1.7286  0.1731
H  5.4554  0.3592  0.0927
H  3.7628  1.5439  -2.1484
H  5.2759  0.6472  -2.3810
H  5.2865  2.1957  -1.5242
H  5.3198  -1.8010  0.5299
H  4.6158  -4.0615  -0.1765
H  3.0236  -4.2815  -2.0405
H  2.4787  -2.9474  -4.0507
H  0.5048  -0.6678  -3.5889
H  0.9592  -1.4310  -5.1236
H  2.1489  -0.4758  -4.2337
H  -0.2490  -2.8846  -2.7054
H  0.8208  -4.2935  -2.7439
H  0.1672  -3.6379  -4.2450

Atomic partial charges in e from the Löwdin method, atoms 1 to 4:
1. Ti 1.120
2. O -0.083
3. C -0.214
4. C -0.157

---

(3)
Molecular formula: C20H35N5OP2
Method: DFT, ωB97M-V/def2-TZVPD

- SMILES string: Cc1ccc(C[C@H](C#N)[C@@H](C#N)P(C)C)cc1.CN(C)P(=O)(N(C)C)N(C)C
- Energy relative to the best compared isomer or geometry (same formula, charge and spin): 0.0 kcal per mole
- E_tot: -49382.60888 eV
- Gap between HOMO and LUMO: 9.04 eV
- HOMO energy: -8.54 eV

Positions of all 63 atoms, in Å:
C  3.2891  -4.8283  2.6902
C  2.3467  -3.9539  1.8878
C  2.0855  -4.2495  0.5575
C  1.1831  -3.4593  -0.1525
C  0.5622  -2.3780  0.4611
C  -0.4446  -1.5775  -0.3548
C  -1.8274  -1.4893  0.3409
C  -1.8816  -0.4215  1.3522
N  -1.7858  0.2925  2.2472
C  -2.3104  -2.8508  0.8977
C  -2.2314  -2.9636  2.3628
N  -2.2303  -3.1596  3.4955
P  -4.0880  -3.1244  0.3728
C  -5.0951  -1.7479  1.0824
C  -4.6894  -4.6478  1.2183
C  0.8463  -2.0736  1.7869
C  1.7465  -2.8623  2.4987
H  2.6776  -5.5424  3.2526
H  3.8550  -4.2561  3.4225
H  3.9353  -5.4274  2.0509
H  2.5712  -5.0884  0.0755
H  0.9727  -3.7178  -1.1838
H  -0.0857  -0.5879  -0.6425
H  -0.6351  -2.1322  -1.2761
H  -2.5396  -1.2051  -0.4431
H  -1.7414  -3.6888  0.4940
H  -5.8404  -1.4849  0.3347
H  -4.4738  -0.8754  1.2884
H  -5.6067  -2.0328  2.0024
H  -4.9909  -5.3838  0.4765
H  -5.5778  -4.3940  1.7998
H  -3.9669  -5.0802  1.9124
H  0.3804  -1.2431  2.2998
H  1.9355  -2.6107  3.5347
C  0.1058  5.2591  -0.5895
N  -0.1726  3.8412  -0.7092
C  -0.8960  3.3386  0.4601
P  0.8417  2.6783  -1.4708
O  -0.1726  1.6127  -1.7719
N  1.2443  3.1495  -3.0720
C  1.3025  4.5321  -3.5068
C  0.7338  2.3111  -4.1512
N  2.3333  3.3096  -0.8472
C  3.5518  2.7552  -1.4920
C  2.4997  3.0475  0.6063
H  0.9078  5.5029  0.1224
H  -0.7966  5.7674  -0.2438
H  0.3510  5.7154  -1.5420
H  -0.2511  3.1726  1.3325
H  -1.3811  2.3918  0.2298
H  -1.6810  4.0340  0.7593
H  0.3044  4.9776  -3.6014
H  1.7873  4.5930  -4.4848
H  1.9128  5.1384  -2.8374
H  -0.3267  2.4989  -4.3573
H  0.8585  1.2565  -3.9248
H  1.3008  2.5112  -5.0639
H  3.6086  1.6663  -1.4056
H  4.4329  3.1861  -1.0154
H  3.5996  3.0183  -2.5432
H  2.3917  1.9887  0.8562
H  1.7788  3.6158  1.1915
H  3.4860  3.3760  0.9290

Atomic partial charges in e from the Löwdin method, atoms 1 to 4:
1. C -0.053
2. C -0.281
3. C -0.041
4. C -0.040

---

(4)
Molecular formula: C20H36AlBCaCl7CsLiN2O9P
Method: DFT, ωB97M-V/def2-TZVPD

- Net charge: +2
- E_tot: -166113.47075 eV
- Gap between HOMO and LUMO: 2.01 eV
- HOMO energy: -11.43 eV

Positions of all 80 atoms, in Å:
C  1.8292  2.2895  2.9466
C  0.5236  2.6955  3.7336
C  -0.0412  4.0459  3.1101
C  -0.5592  1.5429  3.8937
C  -0.4271  0.3462  2.9103
O  -1.1061  -0.8186  3.4452
B  -1.8170  -1.6175  2.5066
C  -3.1248  -2.5011  2.9979
C  -4.3946  -1.5855  3.3428
O  -5.1969  -1.4147  2.1982
O  -1.0859  -2.5822  1.6453
C  0.1720  -3.0281  2.2500
O  0.2830  -3.6436  3.3589
C  1.4292  -2.7505  1.4160
C  1.2710  -2.4479  -0.0134
C  2.3633  -2.1306  -0.9102
C  3.7302  -2.1087  -0.3466
C  3.8911  -2.4487  1.0735
C  2.7814  -2.7718  1.9711
O  -2.2409  -0.5944  1.5054
C  -1.2275  0.4315  1.5046
N  -0.2813  0.3642  0.3297
C  -2.0398  1.7483  1.1891
N  -2.5573  1.7240  -0.2247
H  1.6525  1.7761  1.9712
H  2.3767  3.2447  2.6976
H  2.5095  1.7333  3.6428
H  0.8621  2.9627  4.7813
H  0.2930  4.9139  3.7438
H  -1.1474  4.0424  2.9340
H  0.4370  4.2283  2.1035
H  -1.5764  2.0341  3.8326
H  -0.4982  1.1422  4.9491
H  0.5974  -0.0908  2.7314
H  -3.4403  -3.2223  2.1148
H  -2.8303  -3.1729  3.8999
H  -4.0822  -0.6157  3.8002
H  -5.0295  -2.1625  4.1066
H  -5.2109  -0.4697  1.9553
H  0.2289  -2.4493  -0.4261
H  2.1480  -1.8839  -1.9779
H  4.6530  -1.8147  -1.0531
H  4.9243  -2.4551  1.5030
H  2.9572  -3.0253  3.0391
H  0.6762  0.1707  0.6255
H  -0.6547  -0.4057  -0.2362
H  -1.3185  2.6096  1.2161
H  -2.9009  1.9454  1.8720
H  -2.6804  0.7521  -0.5520
H  -1.7951  2.0940  -0.8096
Ca  -3.7495  -4.5956  4.8557
Cl  -7.0938  -2.4487  1.8102
Li  -0.5783  1.6970  6.5190
Cl  5.8790  -0.9918  -1.6873
Cs  -2.1512  -4.4618  1.9607
C  0.2424  0.3120  -3.1034
O  -0.1758  0.2321  -4.4647
P  -1.2173  1.5050  -4.9492
O  -2.4522  0.6294  -4.8771
O  -0.5842  1.5208  -6.4581
C  0.6338  0.8743  -6.8136
O  -2.0447  2.9388  -5.2863
C  -3.0406  2.9090  -6.3063
H  0.8832  -0.5381  -2.8788
H  0.8077  1.2326  -2.9418
H  -0.6263  0.2923  -2.4365
H  0.4713  -0.2003  -6.9072
H  1.4228  1.0817  -6.0916
H  0.9490  1.2570  -7.7841
H  -3.9350  2.3988  -5.9495
H  -2.6730  2.4327  -7.2143
H  -3.3026  3.9418  -6.5387
Cl  -3.0766  3.9629  -0.1395
Al  7.3892  -2.4269  -0.4170
Cl  -0.0807  -0.8007  6.8261
C  6.9475  -1.5698  -5.4757
Cl  8.5768  -1.5076  -4.7904
Cl  5.7433  -1.7222  -4.1860
Cl  6.6304  -0.1368  -6.4571
H  6.8797  -2.4439  -6.1159

Atomic partial charges in e from the Löwdin method, atoms 1 to 4:
1. C -0.068
2. C -0.364
3. C -0.078
4. C -0.120

---

(5)
Molecular formula: C20H36BBr2F8N2O7
Method: DFT, ωB97M-V/def2-TZVPD

- Net charge: +1
- E_tot: -201132.72389 eV
- Gap between HOMO and LUMO: 9.06 eV
- HOMO energy: -11.81 eV

Positions of all 76 atoms, in Å:
C  -1.5344  5.4961  3.2534
C  -1.7726  5.4567  1.7467
Br  -3.0770  6.8191  1.2681
C  -2.2377  4.1186  1.1649
Br  -3.3658  3.1586  2.4281
C  -1.0595  3.2149  0.7730
C  -0.3519  3.7737  -0.4543
N  0.7033  2.9163  -1.0425
C  0.5670  1.5003  -0.7591
C  1.2940  1.0931  0.5406
C  1.2506  -0.4022  0.8453
O  2.3482  -1.0936  0.3166
C  2.6839  -2.2100  1.0878
C  3.7647  -3.0103  0.3884
F  4.1960  -4.0003  1.2035
F  3.1835  -3.6126  -0.6955
C  4.9501  -2.1461  -0.1574
F  5.1073  -1.0727  0.6553
F  4.6488  -1.7600  -1.4165
C  6.2962  -2.9021  -0.2164
F  6.0929  -4.0196  -0.9783
F  6.6843  -3.2802  1.0316
C  7.4502  -2.0945  -0.9008
F  8.5237  -2.0801  -0.0823
F  7.0893  -0.8096  -1.1325
O  1.0012  0.7234  -1.8244
B  2.2467  1.0358  -2.3955
O  3.4588  0.8167  -1.7884
O  2.1862  1.5216  -3.6812
C  -0.9252  1.1749  -0.6521
N  -1.4957  1.7825  0.5840
H  -1.0535  4.5945  3.6201
H  -2.4473  5.7267  3.7850
H  -0.8465  6.3157  3.4425
H  -0.8494  5.7685  1.2752
H  -2.8302  4.2867  0.2717
H  -0.3649  3.2378  1.6101
H  0.0722  4.7469  -0.2442
H  -1.1156  3.9530  -1.2178
H  0.6604  3.0664  -2.0414
H  2.3107  1.4671  0.5451
H  0.8199  1.5661  1.4001
H  0.3127  -0.8649  0.5229
H  1.2801  -0.4952  1.9360
H  1.8421  -2.8991  1.1966
H  3.0110  -1.9342  2.0930
H  7.7288  -2.5522  -1.8460
H  3.8603  1.6229  -1.4596
H  2.8183  2.2264  -3.8226
H  -1.4407  1.5468  -1.5307
H  -1.1166  0.1119  -0.6352
H  -2.5149  1.7081  0.5167
H  -1.2459  1.2062  1.3827
C  -5.2833  -3.3437  -2.5023
O  -4.0385  -3.3673  -1.8275
C  -3.0416  -2.5464  -2.3969
C  -2.3128  -1.7321  -1.3501
O  -3.0826  -0.7052  -0.7248
C  -4.1360  -1.0759  0.1665
C  -3.6855  -1.7191  1.4619
O  -3.1915  -3.0237  1.2563
C  -2.0093  -3.3397  1.9596
H  -5.2702  -4.0097  -3.3696
H  -6.0409  -3.6930  -1.8027
H  -5.5482  -2.3309  -2.8222
H  -3.4639  -1.8752  -3.1518
H  -2.3034  -3.1902  -2.8909
H  -1.5080  -1.2056  -1.8735
H  -1.8381  -2.3776  -0.6088
H  -4.8897  -1.6853  -0.3304
H  -4.6200  -0.1285  0.4221
H  -4.5425  -1.7780  2.1435
H  -2.9207  -1.0785  1.9253
H  -1.3150  -2.4902  1.9855
H  -1.5247  -4.1637  1.4375
H  -2.2317  -3.6554  2.9831

Atomic partial charges in e from the Löwdin method, atoms 1 to 4:
1. C -0.177
2. C -0.792
3. Br 0.762
4. C -0.683

---

(6)
Molecular formula: C20H36BeCl6CsF3N7O7P
Method: DFT, ωB97M-V/def2-TZVPD

- E_tot: -139595.65355 eV
- Gap between HOMO and LUMO: 5.27 eV
- HOMO energy: -6.95 eV

Positions of all 82 atoms, in Å:
C  -4.3042  -3.3114  -0.9137
C  -3.7763  -2.2654  -1.9098
C  -2.5957  -1.4929  -1.4064
O  -1.4872  -2.0099  -1.4090
O  -2.7128  -0.1936  -0.9948
C  -3.4007  0.0498  0.2587
C  -2.4602  0.7675  1.2380
C  -1.0362  0.5464  0.8448
N  -0.4891  -0.7957  0.9089
C  -0.6371  -1.6304  2.1008
Cl  -2.2411  -2.4175  2.0341
C  -0.3240  -0.9858  3.4636
C  -1.4889  -0.6297  4.3895
C  0.7952  -0.5886  0.4510
N  1.3219  -1.4061  -0.4364
P  2.9246  -1.2285  -1.1325
N  3.7257  -2.5250  -0.7665
N  1.2645  0.5381  1.0503
C  2.5114  0.6171  1.8229
C  3.2109  -0.6852  2.2051
C  2.9549  -1.1287  3.6527
N  2.7351  -2.5357  3.8839
O  2.9338  -0.3437  4.5677
C  0.1413  1.4898  1.2887
F  0.0719  2.0911  2.5072
C  0.3899  2.6508  0.3095
C  -0.8604  3.4651  -0.0250
C  -1.2953  4.3762  1.1010
O  -2.3148  5.2597  0.6547
H  -4.5314  -2.8359  0.0348
H  -5.2004  -3.7597  -1.3281
H  -3.5476  -4.0936  -0.8062
H  -4.5645  -1.6209  -2.2879
H  -3.4173  -2.8376  -2.7653
H  -3.8253  -0.8499  0.6780
H  -4.2602  0.6710  0.0439
H  -2.6608  1.8344  1.1773
H  -2.7229  0.4942  2.2559
H  -1.0268  0.7735  -0.2212
H  0.0509  -2.4644  1.9680
H  0.3004  -0.0988  3.3937
H  0.2846  -1.6982  4.0166
H  -1.9109  0.3497  4.1933
H  -1.0627  -0.5387  5.3897
H  -2.2535  -1.3916  4.4684
H  0.7146  -2.1874  -0.6893
H  2.8233  -1.1678  -2.5332
H  3.5609  -0.0847  -0.6266
H  3.1281  -3.1417  -0.2276
H  3.2309  1.2209  1.2637
H  2.3426  1.1832  2.7367
H  4.2829  -0.4979  2.1600
H  3.0385  -1.5453  1.5644
H  2.1073  -2.8950  3.1694
H  3.6018  -3.0505  3.7422
H  1.1088  3.3157  0.7952
H  0.8443  2.3137  -0.6082
H  -0.6074  4.1045  -0.8668
H  -1.6810  2.8397  -0.3683
H  -1.7131  3.7596  1.9027
H  -0.4454  4.9187  1.5231
H  -2.8519  5.4638  1.4244
C  -0.5672  1.5162  -4.0847
Cl  0.2273  0.6688  -2.7232
Cl  -0.0678  3.2103  -4.0969
Cl  -0.0611  0.7518  -5.5933
Cl  -2.3058  1.4024  -3.9113
F  -5.7421  -1.2207  0.4574
C  6.9675  -0.4983  -3.2936
C  5.7637  0.1871  -2.8804
N  4.8187  0.7565  -2.5493
H  6.8264  -0.9978  -4.2515
H  7.8054  0.2147  -3.3994
H  7.2577  -1.2542  -2.5666
Be  5.9665  2.9984  -3.1077
F  9.6983  -0.7829  -3.2088
Cl  9.6623  0.6234  -2.4302
N  -6.1760  -0.0648  -3.5617
O  -6.3672  -1.2206  -3.9486
O  -5.9502  0.8500  -4.3640
O  -6.2465  0.1947  -2.3399
Cs  -8.2039  0.5043  -2.4584

Atomic partial charges in e from the Löwdin method, atoms 1 to 4:
1. C -0.088
2. C -0.135
3. C -0.455
4. O 0.044